144
Properties=species:S:1:pos:R:3 method="wB97M-V/def2-TZVPD" relative_energy_kcal_mol=2.6 energy_ev=-112209.2195 homo_ev=-10.7 smiles="COC(=O)OC.COC(=O)OC.COC(=O)OC.COC(=O)OC.COC(=O)OC.COC(=O)OC.COC(=O)OC.COC(=O)OC.COC(=O)OC.COC(=O)OC.COC(=O)OC.COC(=O)OC" lumo_ev=0.57 orbital_gap_ev=11.3
C 2.274 -6.111 0.176
O 1.444 -6.653 -0.848
C 1.077 -5.815 -1.809
O 1.441 -4.672 -1.925
O 0.283 -6.478 -2.618
C -0.334 -5.770 -3.677
H 2.597 -6.933 0.804
H 1.771 -5.353 0.777
H 3.137 -5.587 -0.240
H 0.359 -5.424 -4.441
H -0.790 -4.882 -3.242
H -1.138 -6.323 -4.149
C 0.526 8.829 2.096
O 0.860 7.768 1.187
C -0.187 7.208 0.570
O -1.330 7.413 0.848
O 0.269 6.425 -0.407
C -0.738 5.891 -1.268
H 0.175 9.682 1.517
H 1.426 9.102 2.634
H -0.239 8.492 2.791
H -1.235 5.032 -0.813
H -0.242 5.498 -2.155
H -1.428 6.647 -1.635
C 2.811 4.890 1.231
O 2.932 3.967 2.311
C 3.588 2.838 2.111
O 3.965 2.411 1.045
O 3.587 2.157 3.247
C 4.163 0.856 3.218
H 3.586 4.880 0.461
H 2.715 5.880 1.659
H 1.934 4.663 0.619
H 4.012 0.445 4.212
H 5.235 0.928 3.019
H 3.712 0.197 2.477
C 1.236 -2.246 -3.971
O 0.684 -1.548 -5.059
C -0.007 -2.259 -5.940
O -0.136 -3.445 -5.945
O -0.582 -1.426 -6.791
C -1.440 -2.003 -7.747
H 0.509 -2.412 -3.168
H 2.044 -1.690 -3.498
H 1.606 -3.233 -4.242
H -1.773 -1.205 -8.401
H -2.307 -2.493 -7.297
H -0.932 -2.771 -8.336
C -2.819 -1.316 2.039
O -3.658 -0.694 2.990
C -3.641 -1.215 4.202
O -2.953 -2.129 4.542
O -4.521 -0.550 4.947
C -4.511 -0.821 6.332
H -3.300 -2.245 1.734
H -1.848 -1.578 2.469
H -2.634 -0.709 1.159
H -4.152 -1.834 6.538
H -5.528 -0.770 6.703
H -3.822 -0.157 6.851
C 2.075 6.394 4.570
O 1.224 5.414 4.003
C -0.056 5.716 3.965
O -0.579 6.629 4.534
O -0.643 4.829 3.155
C -2.035 4.978 2.965
H 3.080 6.239 4.192
H 2.054 6.284 5.655
H 1.745 7.404 4.334
H -2.309 4.621 1.972
H -2.340 6.025 2.908
H -2.622 4.474 3.729
C 3.838 2.688 -2.139
O 3.235 3.327 -3.248
C 2.788 4.567 -3.080
O 2.650 5.154 -2.045
O 2.590 5.085 -4.288
C 1.906 6.336 -4.346
H 4.483 3.352 -1.560
H 4.503 1.866 -2.398
H 3.056 2.304 -1.483
H 1.179 6.324 -5.147
H 2.656 7.119 -4.477
H 1.395 6.579 -3.418
C 2.027 -1.547 4.091
O 1.733 -2.837 4.627
C 2.006 -3.912 3.913
O 2.451 -3.939 2.794
O 1.717 -4.979 4.631
C 1.969 -6.219 3.982
H 1.373 -1.349 3.242
H 3.031 -1.527 3.659
H 1.896 -0.813 4.873
H 1.570 -7.001 4.621
H 3.042 -6.401 3.886
H 1.503 -6.304 3.008
C -1.708 -9.963 1.521
O -1.813 -8.620 1.096
C -1.336 -7.695 1.927
O -0.707 -7.922 2.923
O -1.650 -6.513 1.433
C -1.308 -5.364 2.204
H -0.724 -10.203 1.923
H -1.842 -10.580 0.634
H -2.472 -10.221 2.253
H -1.762 -4.502 1.729
H -0.227 -5.245 2.274
H -1.660 -5.475 3.232
C -3.026 -1.579 -2.202
O -2.911 -2.958 -2.508
C -3.114 -3.811 -1.508
O -3.348 -3.541 -0.362
O -2.758 -5.019 -1.943
C -3.176 -6.153 -1.194
H -2.597 -1.340 -1.237
H -4.072 -1.252 -2.249
H -2.544 -0.987 -2.980
H -2.714 -6.141 -0.208
H -2.869 -7.042 -1.735
H -4.259 -6.208 -1.062
C -0.179 2.706 -2.963
O -0.908 2.669 -4.180
C -1.157 3.841 -4.735
O -0.805 4.906 -4.324
O -1.898 3.645 -5.826
C -2.549 4.792 -6.355
H -0.433 3.454 -2.211
H 0.894 2.753 -3.134
H -0.422 1.757 -2.485
H -1.884 5.651 -6.393
H -3.432 5.034 -5.757
H -2.913 4.545 -7.348
C 0.632 2.692 0.659
O 0.898 1.359 1.056
C 0.271 0.379 0.439
O -0.635 0.497 -0.352
O 0.613 -0.718 1.076
C 0.243 -1.984 0.535
H 0.042 3.266 1.371
H 0.139 2.746 -0.312
H 1.607 3.159 0.542
H 0.749 -2.175 -0.413
H -0.838 -2.074 0.435
H 0.639 -2.801 1.139



49
Properties=species:S:1:pos:R:3 method="wB97M-V/def2-TZVPD" energy_ev=-37766.2699 homo_ev=-12.3 lumo_ev=-5.13 total_charge=+1 orbital_gap_ev=7.2
C -1.436 2.851 2.813
C -1.036 1.686 1.785
N 0.386 1.239 1.853
C 1.336 2.197 1.236
C 1.850 1.708 -0.234
C 0.546 1.669 -1.175
C -0.015 0.290 -1.594
N -1.175 0.227 -2.377
N -1.743 1.365 -2.719
C -1.409 2.732 -2.490
C -0.126 2.992 -1.618
C 0.362 4.465 -1.229
C -0.370 5.531 -2.177
O -1.030 6.512 -1.782
C 0.785 0.795 3.192
C 0.195 -0.638 3.669
O 1.490 1.421 4.013
H -1.214 3.894 2.369
H -1.030 2.725 3.868
H -2.588 2.814 2.910
H -1.675 0.763 2.066
H -1.390 2.002 0.749
H 0.793 3.212 1.127
H 2.280 2.408 1.835
H 2.324 0.666 -0.202
H 2.637 2.440 -0.656
H 0.519 -0.656 -1.230
H -2.618 1.249 -3.273
H -2.063 3.588 -2.896
H 1.494 4.544 -1.413
H 0.154 4.747 -0.142
H -0.280 5.346 -3.318
H -0.275 -0.423 4.703
H -0.663 -0.987 2.999
H 1.010 -1.414 3.836
C -0.931 -6.107 -2.515
C 0.537 -5.762 -2.359
O 0.721 -4.770 -1.335
C 0.730 -5.228 -0.065
O 0.592 -6.382 0.240
C 0.982 -4.084 0.913
F 0.240 -2.985 0.633
F 2.271 -3.684 0.898
F 0.703 -4.412 2.185
H -1.520 -5.204 -2.698
H -1.078 -6.800 -3.346
H -1.327 -6.567 -1.607
H 0.913 -5.326 -3.288
H 1.141 -6.649 -2.153



12
Properties=species:S:1:pos:R:3 method="wB97M-V/def2-TZVPD" relative_energy_kcal_mol=198.0 energy_ev=-6756.5907 homo_ev="-14.5 / -13.9" lumo_ev="-5.76 / -5.57" total_charge=+1 orbital_gap_ev="8.7 / 8.3"
C 0.950 0.691 -1.169
C 1.693 0.575 -0.006
C -0.160 -0.961 1.105
C -1.155 -0.862 -0.017
C -0.237 0.265 -0.486
N 0.563 0.030 0.680
H 1.167 0.974 -2.181
H 2.691 0.711 0.357
H -0.009 -1.618 1.946
H -1.176 -1.752 -0.652
H -2.185 -0.592 0.217
H -2.142 2.540 0.205



22
Properties=species:S:1:pos:R:3 method="wB97M-V/def2-TZVPD" relative_energy_kcal_mol=25.0 energy_ev=-25424.8132 homo_ev=-5.2 smiles="CC1(C)CC[C@]1(O)S(=O)(=O)[O-]" lumo_ev=3.56 total_charge=-1 orbital_gap_ev=8.7
C 0.987 0.609 -1.210
C -0.150 -0.357 -1.641
C 0.698 0.305 0.287
C -0.553 -0.506 -0.169
C 1.733 -0.722 0.656
C 0.463 1.363 1.401
O -2.102 1.513 -0.493
O -3.021 -0.849 -0.472
O -2.440 0.231 1.556
O -0.887 -2.141 0.242
S -2.169 0.194 0.130
H 1.902 0.266 -1.638
H 0.814 1.586 -1.516
H -1.061 -0.069 -2.310
H 0.130 -1.160 -2.211
H 1.512 -1.226 1.572
H 2.742 -0.145 1.046
H 2.031 -1.454 -0.218
H 0.062 2.311 1.067
H 1.354 1.447 1.875
H -0.223 1.044 2.056
H -1.825 -2.238 -0.009



22
Properties=species:S:1:pos:R:3 method="wB97M-V/def2-TZVPD" relative_energy_kcal_mol=35.2 energy_ev=-40213.0629 homo_ev="-4.2 / -4.2" lumo_ev="2.93 / 2.93" total_charge=-1 orbital_gap_ev="7.1 / 7.1"
C 0.674 -2.179 0.649
C 1.494 -1.081 0.468
C -0.703 -2.036 0.523
C -0.423 0.289 -0.032
C 0.960 0.165 0.145
C -1.217 -0.807 0.185
C 1.891 1.310 -0.012
N -3.993 -0.918 -1.679
N 1.315 2.535 0.097
O -3.004 1.744 1.637
O 3.088 1.187 -0.221
O -3.618 2.283 -0.662
O -4.276 -1.747 0.619
S -4.029 1.661 0.600
S -3.690 -0.678 -0.183
H 1.104 -3.143 0.891
H 2.568 -1.166 0.573
H -1.365 -2.876 0.679
H -0.875 1.215 -0.355
H -3.651 -0.144 -2.234
H 0.347 2.633 0.340
H 1.893 3.353 0.016